The following is a DFT calculation (ωB97M-V with the def2-TZVPD basis set) of a molecular structure, C28H38B3N4O7P at a distorted geometry.

The geometry in XYZ format:
```
81
Properties=species:S:1:pos:R:3
C -5.6346 1.1114 -1.0327
C -4.7028 0.4337 -0.1981
B -3.2876 1.1267 -0.0864
O -2.0972 0.3579 -0.0809
B -1.1680 1.0890 -0.8684
C 0.4168 1.0717 -0.6016
C 0.8059 0.3824 0.7478
C 1.8779 1.1332 1.6060
C 1.7382 2.6972 1.6283
C 2.7596 3.2822 0.5562
O 3.9174 3.8544 1.1457
C 3.7940 5.2679 1.3078
O -1.7584 1.8884 -1.9208
B -2.4223 2.9259 -1.2086
P -2.2416 4.7058 -1.8959
O -0.8156 5.2120 -1.8098
O -2.6206 4.6170 -3.5400
O -3.3249 5.7294 -1.1318
O -3.1203 2.5680 -0.0468
H -6.1249 2.0127 -0.6120
H -5.8313 0.7880 -2.0730
H -4.9275 -0.5267 0.3080
H 0.7926 2.1053 -0.7425
H 0.8352 0.4718 -1.4497
H 1.2423 -0.6119 0.4930
H -0.0603 0.1565 1.4070
H 2.9092 0.8122 1.3338
H 1.7459 0.7843 2.6601
H 0.7207 2.9637 1.2765
H 1.9560 3.1168 2.6330
H 3.1022 2.4291 -0.0754
H 2.2351 3.9675 -0.1535
H 3.0766 5.7402 0.6076
H 3.5656 5.5187 2.3684
H 4.7958 5.6985 1.0721
H -2.3214 3.7378 -3.8089
H -3.3827 6.5023 -1.7123
N -5.0054 -0.6596 -4.0182
C -3.7880 -0.1163 -3.9152
C -2.6692 -0.5955 -4.5761
C -2.8163 -1.7066 -5.3913
C -4.0682 -2.2891 -5.5133
C -5.1235 -1.7294 -4.8112
H -3.7223 0.7474 -3.2629
H -1.7085 -0.1122 -4.4552
H -1.9660 -2.1138 -5.9248
H -4.2222 -3.1576 -6.1393
H -6.1215 -2.1479 -4.8775
N -4.3909 -3.2521 0.8437
C -4.3392 -4.1278 1.8533
C -3.1689 -4.7174 2.3036
C -1.9818 -4.3845 1.6700
C -2.0093 -3.4806 0.6202
C -3.2321 -2.9460 0.2493
H -5.2931 -4.3584 2.3148
H -3.1865 -5.4183 3.1277
H -1.0454 -4.8242 1.9918
H -1.1026 -3.1969 0.1015
H -3.3048 -2.2319 -0.5638
N 0.6852 -5.7352 -1.0874
C 1.8918 -6.3064 -1.1673
C 2.2321 -7.4846 -0.5226
C 1.2695 -8.1088 0.2549
C 0.0118 -7.5353 0.3550
C -0.2277 -6.3566 -0.3330
H 2.6123 -5.7804 -1.7838
H 3.2247 -7.9022 -0.6260
H 1.4965 -9.0310 0.7761
H -0.7659 -7.9923 0.9528
H -1.1950 -5.8732 -0.2896
N 6.9505 3.4371 5.7526
C 8.0793 3.6992 5.0861
C 8.1434 3.8664 3.7119
C 6.9708 3.7523 2.9813
C 5.7878 3.4794 3.6485
C 5.8322 3.3334 5.0261
H 8.9706 3.7762 5.6991
H 9.0866 4.0799 3.2264
H 6.9779 3.8745 1.9046
H 4.8549 3.3827 3.1118
H 4.9317 3.1226 5.5930
```

For the energy relative to the best compared isomer or geometry (same formula, charge and spin), the calculation gives 2.749 eV. The total energy is -2251.5244 Ha. The total charge is 0. The value obtained for the frontier orbital gap is 7.4 eV. The calculation puts the highest occupied orbital energy at -8.256 eV.


The following is a DFT calculation (ωB97M-V with the def2-TZVPD basis set) of 3 unconnected molecules or ions with the total composition C8H19NO.

The geometry in XYZ format:
```
29
Properties=species:S:1:pos:R:3
C 2.0008 0.3470 -1.5652
C 3.1761 1.2672 -1.6210
N 1.8586 -0.5292 -0.5818
C 0.2801 1.7502 -1.4061
C 0.3370 2.4870 -0.2915
H 1.5574 0.0438 -2.5043
H 2.2802 -0.3088 0.3106
H 0.8856 -0.9465 -0.5687
H 0.1312 2.2599 -2.3585
H 2.9845 2.1027 -2.2911
H 4.0408 0.7132 -2.0030
H 3.4221 1.6603 -0.6341
H 0.5031 2.0132 0.6753
H 0.2151 3.5670 -0.2675
C -1.3645 -1.0086 1.3070
C -1.7119 -0.5355 -0.1157
C -0.9902 -2.4919 1.3220
C -2.5143 -0.7169 2.2740
O -0.6605 -0.6667 -1.0257
H -0.1632 0.5716 -1.2905
H -0.4894 -0.4262 1.6286
H -2.0420 0.5173 -0.0508
H -2.5856 -1.1101 -0.4674
H -0.6570 -2.8119 2.3130
H -1.8548 -3.1036 1.0458
H -0.1972 -2.7082 0.6043
H -2.2697 -1.0314 3.2917
H -2.7541 0.3493 2.2997
H -3.4182 -1.2540 1.9709
```

For the energy relative to the best compared isomer or geometry (same formula, charge and spin), the calculation gives 4.375 eV. The total energy is -446.0720 Ha. The total charge is 0. The value obtained for the frontier orbital gap (alpha / beta) is 8.1 / 8.1 eV. The calculation puts the highest occupied orbital energy (alpha / beta) at -8.004 / -8.003 eV.


The following is a DFT calculation (ωB97M-V with the def2-TZVPD basis set) of a molecular structure, C17H30MgN6O3Se at a distorted geometry.

The geometry in XYZ format:
```
58
Properties=species:S:1:pos:R:3
Mg 7.7914 9.4624 10.0415
C 6.0145 13.2933 12.9776
O 6.9875 12.8460 12.0120
C 6.9285 11.6781 11.4478
O 7.7557 11.3820 10.5880
N 5.9739 10.8431 11.8712
N 6.1464 9.4802 11.4456
H 6.4112 14.2488 13.3450
H 6.0208 12.6261 13.8368
H 5.0528 13.4661 12.5086
H 5.5095 10.8833 12.7850
H 5.3416 9.2228 10.8909
H 6.1542 8.9494 12.3365
N 9.2578 9.0696 11.5844
C 10.0837 7.9006 11.2490
C 9.3974 6.5404 11.1729
C 8.6501 6.4544 9.8222
N 7.4155 7.2722 9.8406
H 9.8095 9.8982 11.5796
H 8.9072 8.9539 12.5209
H 10.9096 7.8243 12.0063
H 10.5586 8.1703 10.2885
H 8.7139 6.3390 12.0085
H 10.2355 5.7653 11.2194
H 8.4410 5.3611 9.7483
H 9.3525 6.7459 9.0622
H 6.8227 6.8658 10.5811
H 6.8510 7.1859 8.9918
Se 5.2781 9.1378 14.5386
C 7.2310 9.3836 14.7040
C 7.8673 10.6387 14.6541
C 9.2289 10.7801 14.7273
C 10.0818 9.6668 14.8372
C 9.4646 8.4324 14.9065
C 8.1084 8.2577 14.7554
H 7.2828 11.5546 14.6020
H 9.6734 11.7865 14.6285
H 11.1524 9.7895 14.8188
H 10.0838 7.5241 15.1168
H 7.6588 7.2796 14.7066
C 7.6343 12.3400 6.6643
C 6.1178 12.3599 7.0627
C 5.7530 13.5872 7.8452
C 5.2121 12.0987 5.8263
C 5.8620 11.2104 7.9924
N 5.6698 10.3139 8.7060
H 7.8170 13.2290 5.9767
H 7.9912 11.4295 6.2184
H 8.2519 12.4997 7.5644
H 6.2875 14.4530 7.4039
H 6.1341 13.4798 8.8486
H 4.7052 13.7637 7.8829
H 5.2366 13.0313 5.2045
H 4.1612 11.9075 6.0678
H 5.5539 11.2550 5.2197
O 8.5836 9.1172 5.8442
C 8.6678 9.3014 7.0188
N 8.7029 9.5661 8.1705
```

For the energy relative to the best compared isomer or geometry (same formula, charge and spin), the calculation gives 0.275 eV. The total energy is -3821.6973 Ha. The total charge is 0. The value obtained for the frontier orbital gap is 7.2 eV. The calculation puts the highest occupied orbital energy at -6.918 eV.


The following is a DFT calculation (ωB97M-V with the def2-TZVPD basis set) of 7 unconnected molecules or ions with the total composition C24H43NO10S at a distorted geometry.

The geometry in XYZ format:
```
79
Properties=species:S:1:pos:R:3
C 2.5540 1.7051 1.5504
C 1.2921 0.8726 1.5519
N 0.3990 1.4352 0.5139
C -0.2463 0.6017 -0.1114
S -1.0635 -0.3858 -0.9787
O 1.5350 -0.4970 1.2369
C 2.3429 -1.1965 2.0655
O 1.9616 -1.6249 3.1130
C 3.7570 -1.4861 1.5978
C 4.0856 -1.0293 0.2005
O 3.4019 -1.2479 -0.7566
O 5.2779 -0.3547 0.1168
H 3.2873 1.3352 2.2653
H 2.9803 1.6205 0.5500
H 2.3198 2.7401 1.7580
H 0.7809 0.9512 2.5111
H 3.8672 -2.5691 1.6294
H 4.4271 -1.0335 2.3209
H 5.0944 0.5376 -0.2090
C -3.5756 -2.7375 -2.8320
C -4.3599 -2.5689 -1.5547
O -4.3459 -1.5315 -0.9337
C -5.1599 -3.7608 -1.0821
H -3.0439 -1.8199 -3.0643
H -2.8507 -3.5455 -2.7246
H -4.2469 -2.9785 -3.6578
H -4.4980 -4.6111 -0.9109
H -5.8942 -4.0416 -1.8386
H -5.6735 -3.5130 -0.1563
C 1.4572 -1.6791 -4.8737
C 0.2755 -2.5596 -4.5495
O -0.8453 -2.1126 -4.4754
C 0.5656 -4.0225 -4.3140
H 1.1201 -0.6557 -5.0172
H 2.1790 -1.7086 -4.0553
H 1.9473 -2.0304 -5.7834
H 1.2589 -4.1377 -3.4791
H 1.0214 -4.4628 -5.2019
H -0.3596 -4.5474 -4.0883
C 3.4046 5.6845 4.6873
C 3.5480 5.3492 3.2238
O 3.7860 4.2221 2.8523
C 3.3761 6.4838 2.2454
H 3.5483 4.7874 5.2841
H 4.1464 6.4314 4.9736
H 2.4114 6.0921 4.8809
H 4.1168 7.2606 2.4409
H 2.3815 6.9197 2.3500
H 3.5006 6.1147 1.2306
C -2.8684 2.8727 0.8445
C -2.9741 4.0465 -0.0964
O -2.4479 5.1081 0.1416
C -3.7722 3.8238 -1.3596
H -2.2726 3.1538 1.7092
H -3.8627 2.5749 1.1819
H -2.3915 2.0377 0.3327
H -4.7987 3.5512 -1.1096
H -3.3320 3.0118 -1.9409
H -3.7754 4.7340 -1.9543
C -6.0302 0.6258 4.3634
C -6.1298 1.8256 3.4519
O -5.6224 2.8839 3.7373
C -6.8906 1.6335 2.1610
H -5.4609 0.8896 5.2510
H -7.0275 0.2958 4.6585
H -5.5330 -0.1960 3.8457
H -7.9203 1.3415 2.3728
H -6.4241 0.8474 1.5641
H -6.8903 2.5632 1.5969
C 5.9787 -4.9340 -2.8608
C 4.6232 -5.3489 -2.3397
O 4.0574 -6.3325 -2.7535
C 4.0085 -4.4662 -1.2803
H 6.3111 -5.6421 -3.6155
H 5.9213 -3.9367 -3.2999
H 6.7023 -4.9098 -2.0445
H 3.8755 -3.4553 -1.6656
H 4.6607 -4.4259 -0.4052
H 3.0408 -4.8684 -0.9887
```

The total energy is -2145.6019 Ha. The total charge is 0. Its structure (SMILES) is C[C@@H](N=C=S)OC(=O)CC(=O)O.CC(C)=O.CC(C)=O.CC(C)=O.CC(C)=O.CC(C)=O.CC(C)=O. The value obtained for the frontier orbital gap is 9.6 eV. The calculation puts the highest occupied orbital energy at -9.172 eV.


The following is a DFT calculation (ωB97M-V with the def2-TZVPD basis set) of 2 unconnected molecules or ions with the total composition C4H13NOS at a distorted geometry.

The geometry in XYZ format:
```
20
Properties=species:S:1:pos:R:3
C 2.0066 -0.0425 -0.3486
C 0.7209 0.6237 -0.8554
C 0.0716 1.2628 0.3555
S -1.4000 2.1155 0.0719
C -2.9580 1.0648 0.3682
N 1.7423 -1.2906 0.3753
H 2.6938 -0.2992 -1.1197
H 2.4430 0.7520 0.3706
H 0.9621 1.5067 -1.5472
H 0.1691 -0.1522 -1.6062
H -0.0262 0.4665 1.0828
H 0.7036 2.0373 0.7896
H -3.4382 1.4789 1.2131
H -2.7671 -0.0420 0.4582
H -3.5719 1.1135 -0.5288
H 2.5671 -1.7437 0.5534
H 1.0543 -1.2335 1.2105
H -0.8729 -3.0643 -0.0214
H 0.3390 -2.0840 -0.1794
O -0.4394 -2.4698 -0.6425
```

For the energy relative to the best compared isomer or geometry (same formula, charge and spin), the calculation gives 1.541 eV. The total energy is -688.2872 Ha. The total charge is -1. The value obtained for the frontier orbital gap (alpha / beta) is 2.1 / 8.4 eV. The calculation puts the highest occupied orbital energy (alpha / beta) at 1.079 / -5.230 eV. The expectation value of S² is 0.75. The multiplicity is 2.


The following is a DFT calculation (ωB97M-V with the def2-TZVPD basis set) of 2 unconnected molecules or ions with the total composition C11H24NO5P at a distorted geometry.

The geometry in XYZ format:
```
42
Properties=species:S:1:pos:R:3
C 5.5107 0.6594 2.5977
C 4.1279 0.9535 1.7651
C 2.9835 -0.1928 2.0188
N 1.9157 0.6052 2.7665
C 1.9934 2.0894 2.3571
O 0.9530 2.8868 2.0361
C 3.6078 2.3852 2.3706
H 6.3078 0.0784 1.9645
H 5.2005 -0.0309 3.5191
H 5.9152 1.6997 3.0172
H 4.1510 1.0873 0.6027
H 3.4792 -1.1143 2.5569
H 2.3884 -0.5775 1.0821
H 1.9931 0.4335 3.7968
H 3.8478 2.6474 3.5026
H 4.0473 3.2121 1.6688
O -3.8341 -0.9604 -2.2909
P -2.5390 -0.6636 -1.4959
O -1.5305 -0.8503 -2.7968
C -1.5372 0.1430 -3.8066
C -0.9180 1.4382 -3.3188
O -2.3693 -2.2013 -0.8811
C -3.4996 -3.0467 -0.7326
C -3.6774 -3.9263 -1.9594
O -1.0919 -0.3320 -0.6078
C -1.1270 0.8180 0.2253
C -2.3484 0.8641 1.1247
H -2.5557 0.3100 -4.1690
H -0.9482 -0.2442 -4.6435
H -1.5794 1.9300 -2.5997
H -0.7544 2.1298 -4.1501
H 0.0370 1.2544 -2.8159
H -4.3994 -2.4608 -0.5185
H -3.3248 -3.6821 0.1417
H -3.6578 -3.3522 -2.8879
H -4.6240 -4.4727 -1.9092
H -2.8600 -4.6518 -2.0281
H -1.0768 1.7146 -0.3981
H -0.2217 0.7968 0.8400
H -3.2661 0.9739 0.5414
H -2.2827 1.7119 1.8129
H -2.4358 -0.0625 1.7017
```

For the energy relative to the best compared isomer or geometry (same formula, charge and spin), the calculation gives 4.018 eV. The total energy is -1205.6692 Ha. The total charge is 0. Its structure (SMILES) is CCOP(=O)(OCC)OCC.C[C@H]1CNC(=O)C1. The value obtained for the frontier orbital gap is 8.1 eV. The calculation puts the highest occupied orbital energy at -9.575 eV.